(1)
73
Properties=species:S:1:pos:R:3:mulliken_charge:R:1 method="wB97M-V/def2-TZVPD" total_charge=0 total_energy_ha=-6253.9562 gap_ev=9.26 relative_energy_kcal_mol=0.3
Cd 0.97 -0.38 -0.53 2.572
C 2.15 -1.29 -6.04 -1.388
C 1.83 -1.94 -4.72 0.666
C 1.93 -3.31 -4.52 -0.467
C 1.65 -3.86 -3.28 -0.699
C 1.27 -3.00 -2.27 0.341
Br 0.93 -3.66 -0.53 -0.042
N 1.15 -1.69 -2.44 0.181
C 1.43 -1.17 -3.64 -0.059
H 3.22 -1.36 -6.24 0.304
H 1.87 -0.24 -6.03 0.283
H 1.62 -1.79 -6.86 0.389
H 2.24 -3.95 -5.33 0.436
H 1.74 -4.92 -3.09 0.445
H 1.35 -0.09 -3.72 -0.295
I -0.51 2.08 -2.37 0.106
C 1.22 3.27 -2.71 -0.672
I 2.13 2.96 -4.60 0.051
H 1.94 2.99 -1.95 0.026
H 0.92 4.31 -2.65 0.576
O 3.62 -1.12 -0.84 -0.649
S 3.86 0.30 -0.98 1.348
O 4.88 0.69 -1.92 -0.740
O 2.57 1.00 -1.23 -0.561
C 4.41 0.91 0.63 -0.651
C 5.71 1.40 0.63 -0.599
C 6.29 1.89 1.79 -0.650
C 5.58 1.90 2.97 -0.573
C 4.27 1.42 2.98 -0.564
C 3.68 0.92 1.83 -0.059
S 1.98 0.38 2.07 1.731
O 1.74 0.41 3.49 -0.687
O 1.88 -0.98 1.47 -0.742
O 1.13 1.29 1.28 -0.550
H 6.26 1.39 -0.30 0.560
H 7.31 2.26 1.76 0.385
H 6.01 2.28 3.88 0.394
H 3.70 1.41 3.89 0.548
O -1.19 -0.72 -0.22 -0.710
P -2.23 -0.28 0.77 1.046
C -3.75 -1.21 0.45 -0.068
C -3.81 -2.01 -0.68 -0.329
C -4.97 -2.73 -0.95 -0.654
C -6.05 -2.65 -0.08 -0.478
C -5.98 -1.85 1.05 -0.697
C -4.83 -1.13 1.32 -0.272
C -1.75 -0.60 2.46 0.735
C -2.21 0.17 3.53 -0.160
C -1.83 -0.15 4.82 -0.793
C -0.99 -1.23 5.05 -0.544
C -0.53 -2.00 3.99 -0.510
C -0.91 -1.69 2.70 -0.485
C -2.65 1.46 0.63 0.310
C -3.74 1.87 -0.14 -0.561
C -3.98 3.22 -0.34 -0.719
C -3.14 4.16 0.23 -0.519
C -2.05 3.76 0.99 -0.913
C -1.80 2.42 1.19 -0.167
H -2.96 -2.06 -1.34 0.367
H -5.02 -3.35 -1.83 0.418
H -6.95 -3.21 -0.29 0.386
H -6.82 -1.79 1.73 0.415
H -4.77 -0.52 2.21 0.379
H -2.85 1.02 3.35 0.442
H -2.18 0.45 5.65 0.411
H -0.68 -1.46 6.06 0.407
H 0.15 -2.82 4.17 0.410
H -0.53 -2.27 1.87 0.128
H -4.40 1.13 -0.58 0.369
H -4.83 3.53 -0.94 0.419
H -3.33 5.22 0.07 0.396
H -1.39 4.50 1.42 0.450
H -0.93 2.11 1.76 0.399

***

(2)
70
Properties=species:S:1:pos:R:3:lowdin_spin:R:1 method="wB97M-V/def2-TZVPD" total_charge=+1 total_energy_ha=-2288.4996 multiplicity=2 gap_ev="5.66 / 5.04" relative_energy_kcal_mol=77.2
Ir -0.74 0.04 -0.15 0.071
N -3.34 -1.90 2.86 0.042
C -2.87 -0.95 2.01 0.056
O -2.16 -1.30 1.04 0.036
C -3.30 0.41 2.20 0.236
C -4.04 3.22 1.94 0.013
N -4.60 4.18 2.26 0.019
C -4.19 0.71 3.25 0.024
N -4.92 0.88 4.14 0.096
H -2.95 -2.82 2.77 0.002
H -3.82 -1.65 3.70 0.001
Te -2.61 1.85 0.91 0.352
N -3.21 -2.07 -4.07 0.000
C -3.88 -0.81 -3.61 0.000
C -2.91 -0.05 -2.70 0.005
N -2.44 -0.87 -1.59 0.002
C -1.87 -2.14 -2.03 0.000
C -2.84 -2.94 -2.89 0.000
H -2.34 -1.80 -4.53 0.000
H -3.79 -2.58 -4.74 0.000
H -4.79 -1.09 -3.07 0.000
H -4.15 -0.21 -4.48 0.000
H -3.41 0.83 -2.32 0.008
H -2.04 0.28 -3.28 0.000
H -3.15 -1.03 -0.89 0.000
H -1.57 -2.71 -1.15 0.000
H -0.96 -1.93 -2.60 0.000
H -3.75 -3.17 -2.34 0.000
H -2.39 -3.86 -3.25 0.000
C 4.41 -2.25 -1.70 0.000
N 3.07 -2.21 -1.15 0.000
C 2.37 -3.36 -0.63 0.000
C 0.97 -2.78 -0.41 0.001
O 0.02 -3.43 -0.04 0.000
N 0.98 -1.45 -0.78 0.004
C 2.20 -1.19 -1.26 0.001
N 2.53 -0.01 -1.80 0.000
H 4.97 -3.02 -1.19 0.000
H 4.92 -1.30 -1.54 0.000
H 4.41 -2.48 -2.77 0.000
H 2.79 -3.72 0.30 0.000
H 2.34 -4.19 -1.34 0.000
H 1.73 0.49 -2.19 0.000
H 3.36 0.00 -2.37 0.000
C 0.23 2.83 -1.14 -0.001
C -0.33 1.48 -1.49 -0.005
O 0.06 0.98 -2.56 -0.001
H 0.40 3.42 -2.05 0.000
H 1.18 2.68 -0.63 0.000
H -0.44 3.39 -0.48 0.000
C 0.44 3.67 2.65 0.005
N 1.66 2.86 2.72 0.002
C 2.53 3.24 3.84 0.000
C 1.64 1.58 2.30 0.003
S 0.14 0.76 2.14 0.016
N 2.82 1.00 2.06 0.001
C 4.00 1.77 1.68 0.000
C 2.97 -0.44 1.89 0.001
H 0.73 4.72 2.70 0.000
H -0.24 3.45 3.47 0.000
H -0.07 3.49 1.71 0.007
H 1.95 3.30 4.76 0.000
H 2.97 4.22 3.65 0.000
H 3.33 2.52 3.98 0.000
H 3.76 2.82 1.61 0.000
H 4.35 1.42 0.71 0.000
H 4.81 1.63 2.40 0.000
H 2.08 -0.95 2.22 0.000
H 3.83 -0.78 2.47 0.000
H 3.14 -0.68 0.84 0.000

***

(3)
50
Properties=species:S:1:pos:R:3:lowdin_spin:R:1 method="wB97M-V/def2-TZVPD" total_charge=+1 total_energy_ha=-2805.6373 multiplicity=3 gap_ev="8.69 / 9.02" relative_energy_kcal_mol=6.8
V 0.35 0.34 -0.11 1.899
O 1.92 -3.20 1.18 0.000
C 1.34 -2.05 1.02 0.002
O 1.18 -1.54 -0.10 0.009
C 1.00 -1.34 2.29 0.001
O 0.27 -0.16 1.95 0.016
C -1.06 -0.02 2.48 0.004
C -2.05 0.27 1.36 0.005
O -3.22 0.37 1.62 -0.002
O -1.54 0.36 0.14 0.020
H 2.19 -3.57 0.32 0.000
H 0.42 -2.00 2.93 0.000
H 1.93 -1.06 2.79 0.000
H -1.37 -0.94 2.96 0.000
H -1.06 0.80 3.20 0.000
O 3.89 2.34 0.60 0.005
C 2.75 2.01 0.41 0.001
N 2.25 0.96 -0.33 -0.009
C 2.94 0.50 -1.45 0.003
O 4.12 0.43 -1.63 0.009
C 1.95 0.13 -2.54 0.008
C 2.37 -0.26 -3.79 -0.001
C 1.41 -0.53 -4.76 0.010
C 0.07 -0.41 -4.43 -0.001
C -0.28 -0.04 -3.15 0.011
N 0.65 0.23 -2.22 0.002
C 1.59 2.83 0.92 0.006
C 1.78 4.01 1.60 -0.002
C 0.67 4.77 1.94 0.008
C -0.59 4.31 1.58 -0.002
C -0.70 3.10 0.91 0.007
N 0.37 2.36 0.60 -0.010
H 3.43 -0.33 -3.99 0.000
H 1.71 -0.83 -5.76 0.000
H -0.71 -0.61 -5.16 0.000
H -1.31 0.05 -2.83 0.000
H 2.79 4.32 1.82 0.000
H 0.78 5.71 2.47 0.000
H -1.48 4.87 1.80 0.000
H -1.67 2.72 0.61 0.000
C -3.52 -2.45 -0.16 0.000
S -1.76 -2.70 -0.33 0.001
C -1.82 -4.41 -0.85 0.000
O -1.18 -2.70 1.06 0.000
H -3.91 -3.19 0.53 0.000
H -3.97 -2.57 -1.15 0.000
H -3.70 -1.44 0.21 0.000
H -2.34 -4.47 -1.81 0.000
H -2.34 -5.00 -0.09 0.000
H -0.80 -4.77 -0.97 0.000

***

(4)
84
Properties=species:S:1:pos:R:3:mulliken_charge:R:1 method="wB97M-V/def2-TZVPD" total_charge=-1 total_energy_ha=-9071.6285 gap_ev=5.86
C -3.72 -1.92 -2.62 -1.171
C -3.28 -0.87 -1.56 -0.677
C -2.24 0.15 -2.06 -0.609
C -0.94 -0.49 -2.64 1.165
C -0.86 -0.36 -4.21 -1.598
C 0.36 -0.05 -1.90 -0.523
P 1.58 -1.44 -2.31 -0.116
C 3.32 -1.07 -1.70 -1.078
C 1.06 -2.94 -1.31 -0.342
C 0.27 -3.99 -2.15 -1.170
O 0.02 -0.20 -0.54 -0.869
B 0.91 0.67 0.21 1.447
C 0.40 1.09 1.71 -0.668
C -0.76 0.22 2.26 -0.295
C -0.35 -1.01 3.15 -0.301
C 1.10 -1.51 2.98 -0.501
O 2.03 -0.79 3.80 -0.537
O 1.22 1.74 -0.78 -0.623
C 0.87 1.47 -2.06 1.139
C 1.93 1.74 -3.15 -1.355
C 2.55 3.16 -3.15 0.883
N 3.75 3.05 -4.08 -0.849
N 3.04 3.61 -1.86 -0.448
N 1.70 4.19 -3.78 -0.487
O -0.25 2.38 -2.46 -0.218
C -0.42 3.36 -1.64 0.750
N -0.57 4.20 -0.91 -0.688
H -2.84 -2.46 -3.01 0.234
H -4.43 -2.60 -2.12 0.426
H -4.23 -1.41 -3.45 0.264
H -4.20 -0.29 -1.33 0.514
H -3.00 -1.34 -0.60 0.166
H -2.71 0.74 -2.88 0.482
H -2.05 0.89 -1.26 -0.068
H -1.04 -1.58 -2.46 -0.119
H 0.07 0.13 -4.52 0.314
H -0.82 -1.38 -4.64 0.372
H -1.75 0.12 -4.63 0.369
H 3.74 -1.98 -1.26 0.444
H 3.40 -0.18 -1.06 0.163
H 3.92 -0.86 -2.61 0.341
H 0.53 -2.67 -0.37 0.129
H 2.00 -3.42 -1.00 0.631
H -0.81 -3.95 -1.94 0.200
H 0.61 -4.99 -1.81 0.398
H 0.50 -3.89 -3.22 0.326
H 2.01 0.14 0.44 -0.398
H 1.27 1.17 2.38 0.187
H 0.00 2.13 1.62 0.215
H -1.36 0.89 2.92 0.461
H -1.46 -0.13 1.49 -0.212
H -0.51 -0.79 4.21 0.305
H -1.00 -1.85 2.83 0.226
H 1.11 -2.55 3.40 0.415
H 1.43 -1.61 1.94 0.148
H 2.89 -0.77 3.37 0.296
H 2.75 1.01 -3.17 -0.135
H 1.41 1.64 -4.12 0.198
H 4.30 2.23 -3.84 0.287
H 4.30 3.89 -3.96 0.266
H 3.57 4.47 -1.95 0.334
H 3.61 2.89 -1.42 0.157
H 2.06 4.42 -4.70 0.317
H 1.80 5.02 -3.21 0.266
C -3.08 6.29 -2.79 0.313
Cl -4.54 6.32 -3.81 -0.126
Cl -3.40 5.34 -1.34 -0.067
Cl -1.74 5.58 -3.70 -0.054
Cl -2.66 7.95 -2.32 -0.129
C -2.09 -3.23 6.35 0.323
Cl -3.07 -2.15 5.36 -0.090
Cl -0.38 -2.82 6.18 -0.075
Cl -2.57 -3.07 8.05 -0.078
Cl -2.35 -4.91 5.83 -0.102
C 4.89 1.86 3.22 0.215
Cl 3.79 1.94 1.86 0.043
Cl 6.08 0.58 2.95 -0.126
Cl 5.72 3.42 3.42 -0.141
Cl 3.96 1.51 4.69 -0.077
C -5.27 -6.01 8.94 0.346
Cl -4.08 -5.27 10.03 -0.091
Cl -5.63 -4.89 7.62 -0.058
Cl -4.61 -7.51 8.28 -0.095
Cl -6.75 -6.36 9.84 -0.110

***

(5)
52
Properties=species:S:1:pos:R:3:nbo_charge:R:1 method="wB97M-V/def2-TZVPD" smiles="c1cc[nH]c1.c1cc[nH]c1.O=C1CCCO1.CC(C)=O.CC(C)=O" total_charge=0 total_energy_ha=-1113.0215 gap_ev=8.36 relative_energy_kcal_mol=139.7
C -0.62 -1.89 -0.47 -0.293
C -0.99 -0.63 -0.86 -0.315
C -0.21 -0.38 -2.01 -0.082
N 0.72 -1.38 -2.18 -0.506
C 0.60 -2.16 -1.08 -0.079
H -1.10 -2.47 0.30 0.219
H -1.79 -0.10 -0.38 0.225
H -0.27 0.44 -2.71 0.202
H 1.33 -1.36 -2.98 0.425
H 1.30 -2.97 -0.97 0.204
C 5.49 4.28 1.80 -0.303
C 4.98 5.09 0.75 -0.311
C 3.66 4.54 0.46 -0.074
N 3.44 3.39 1.18 -0.508
C 4.57 3.19 1.95 -0.088
H 6.44 4.33 2.30 0.223
H 5.35 6.05 0.44 0.225
H 2.81 4.88 -0.12 0.205
H 2.65 2.77 1.28 0.426
H 4.61 2.39 2.68 0.205
O -10.49 1.93 -2.68 -0.589
C -9.84 1.22 -1.86 0.793
C -10.05 -0.24 -1.66 -0.537
C -8.84 -0.66 -0.81 -0.428
C -8.54 0.60 0.02 -0.059
O -8.92 1.56 -1.00 -0.490
H -11.02 -0.39 -1.18 0.241
H -10.08 -0.73 -2.63 0.245
H -8.94 -1.45 -0.07 0.222
H -7.96 -0.70 -1.46 0.217
H -9.10 0.79 0.94 0.183
H -7.52 0.73 0.39 0.202
C 6.81 -1.04 -7.38 -0.729
C 6.34 -1.16 -6.01 0.575
C 6.62 0.01 -5.13 -0.717
O 5.90 -2.24 -5.57 -0.545
H 6.36 -0.26 -8.00 0.239
H 6.97 -1.98 -7.90 0.241
H 7.87 -0.79 -7.29 0.232
H 7.70 0.03 -4.94 0.239
H 6.14 -0.12 -4.16 0.237
H 6.26 0.94 -5.57 0.227
C 0.22 -3.53 6.74 -0.720
C 0.21 -1.97 7.03 0.604
C 0.03 -1.54 8.47 -0.733
O 0.18 -1.16 6.09 -0.547
H 1.13 -3.98 7.11 0.226
H 0.14 -3.78 5.68 0.231
H -0.68 -3.96 7.18 0.223
H 0.38 -2.25 9.21 0.223
H -1.00 -1.18 8.58 0.249
H 0.75 -0.72 8.46 0.244

***

(6)
82
Properties=species:S:1:pos:R:3:mulliken_charge:R:1 method="wB97M-V/def2-TZVPD" total_charge=+1 total_energy_ha=-2145.5890 gap_ev=5.16 relative_energy_kcal_mol=2.0
C 0.15 7.56 -3.23 -0.815
O 0.06 6.18 -3.47 -0.457
C -0.50 5.44 -2.43 0.826
C -0.64 4.06 -2.59 -0.601
C -1.17 3.27 -1.59 -0.238
C -1.59 3.82 -0.38 0.373
C -2.14 2.96 0.70 1.243
C -2.60 3.54 1.88 -1.068
S -3.32 2.60 3.22 0.403
C -2.29 3.31 4.54 -1.123
C -4.73 3.71 3.53 -1.105
O -2.17 1.73 0.53 -0.769
C -1.47 5.21 -0.23 -0.851
C -0.94 6.00 -1.22 -0.737
H 0.60 8.04 -4.10 0.239
H -0.84 7.98 -3.06 0.340
H 0.79 7.75 -2.37 0.336
H -0.30 3.62 -3.51 0.426
H -1.27 2.21 -1.73 0.480
H -2.55 4.60 2.02 0.153
H -2.59 2.92 5.51 0.392
H -1.25 3.05 4.37 0.363
H -2.36 4.39 4.57 0.367
H -5.30 3.36 4.39 0.396
H -4.40 4.73 3.73 0.383
H -5.38 3.73 2.66 0.372
H -1.79 5.67 0.68 0.288
H -0.85 7.06 -1.07 0.394
C 2.94 -5.53 -0.55 -0.985
N 2.42 -4.22 -0.18 0.274
C 3.21 -3.10 -0.18 0.368
O 4.40 -3.05 -0.43 -0.672
C 2.32 -1.93 0.21 -0.085
C 2.26 -0.87 -0.89 -0.510
C 3.59 -0.24 -1.18 0.629
C 4.36 0.47 -0.29 -0.730
N 5.53 0.87 -0.89 -0.009
C 5.53 0.41 -2.19 -0.635
C 6.48 0.53 -3.21 -0.781
C 6.21 -0.03 -4.43 -0.559
C 5.00 -0.71 -4.66 -0.787
C 4.06 -0.85 -3.67 -0.501
C 4.32 -0.28 -2.41 1.009
N 0.97 -2.50 0.51 0.552
C -0.11 -1.79 0.95 0.157
C -1.33 -2.39 1.19 0.720
C -2.49 -1.76 1.60 -0.856
C -3.71 -2.46 1.83 0.799
C -4.85 -1.74 2.24 -0.360
C -6.05 -2.39 2.48 -0.740
C -6.15 -3.76 2.31 -0.335
C -5.04 -4.49 1.90 -0.869
C -3.84 -3.86 1.66 -0.289
C 1.01 -3.99 0.25 0.121
C 0.07 -4.36 -0.90 -1.521
C 0.77 -4.77 1.54 -1.557
H 3.98 -5.44 -0.83 0.386
H 2.86 -6.21 0.30 0.309
H 2.37 -5.93 -1.38 0.318
H 2.71 -1.48 1.14 0.383
H 1.87 -1.34 -1.80 0.222
H 1.54 -0.09 -0.62 0.450
H 4.09 0.66 0.74 0.428
H 6.31 1.35 -0.44 0.220
H 7.40 1.05 -3.01 0.400
H 6.93 0.06 -5.22 0.394
H 4.82 -1.14 -5.63 0.407
H 3.14 -1.38 -3.85 0.401
H 0.00 -0.73 1.10 0.588
H -1.38 -3.44 1.04 -0.763
H -2.49 -0.69 1.71 0.414
H -4.77 -0.68 2.37 0.520
H -6.91 -1.82 2.79 0.399
H -7.09 -4.25 2.49 0.403
H -5.13 -5.55 1.76 0.407
H -3.00 -4.44 1.34 0.383
H 0.38 -3.82 -1.79 0.353
H 0.12 -5.43 -1.11 0.469
H -0.96 -4.10 -0.70 0.406
H 1.54 -4.49 2.26 0.393
H -0.19 -4.56 2.00 0.392
H 0.84 -5.84 1.37 0.461

***

(7)
13
Properties=species:S:1:pos:R:3:nbo_charge:R:1 method="wB97M-V/def2-TZVPD" smiles="C[C@H](C=O)CCl" total_charge=0 total_energy_ha=-692.0138 gap_ev=10.74 relative_energy_kcal_mol=20.2
C 0.33 -1.89 0.11 -0.598
C 0.42 -0.35 -0.10 -0.372
C 1.75 0.23 0.29 0.453
O 2.80 -0.29 -0.03 -0.508
C -0.73 0.43 0.63 -0.361
Cl -2.02 0.98 -0.49 -0.060
H 1.32 -2.32 0.00 0.236
H -0.35 -2.33 -0.67 0.225
H -0.03 -2.15 1.19 0.205
H 0.35 -0.21 -1.13 0.247
H 1.67 1.11 0.93 0.107
H -0.31 1.26 1.30 0.212
H -1.20 -0.25 1.33 0.214

***

(8)
50
Properties=species:S:1:pos:R:3:nbo_charge:R:1 method="wB97M-V/def2-TZVPD" total_charge=0 total_energy_ha=-8939.2738 gap_ev="5.28 / 6.98" relative_energy_kcal_mol=67.1
Sn -1.89 -0.76 -0.56 1.097
N -2.34 1.74 2.11 -0.814
C -1.51 2.53 2.84 0.275
C -1.77 2.90 4.17 -0.306
C -0.89 3.81 4.80 -0.163
C 0.23 4.34 4.11 -0.258
C 0.48 3.93 2.83 -0.059
C 1.58 4.44 2.01 -0.121
C 1.69 4.13 0.71 -0.272
C 0.87 3.08 0.20 0.075
N -0.16 2.57 0.84 -0.438
C -0.40 3.03 2.14 0.058
H -2.05 1.55 1.18 0.401
H -2.85 1.00 2.58 0.385
H -2.51 2.50 4.77 0.215
H -0.97 4.27 5.81 0.219
H 0.86 5.06 4.55 0.209
H 2.33 5.11 2.45 0.212
H 2.57 4.36 0.15 0.216
H 1.22 2.62 -0.64 0.181
Se -3.93 -1.59 -2.54 -0.432
Se -4.82 0.58 -2.15 -0.155
Te -3.15 1.70 -3.69 0.546
Se -1.25 1.15 -2.46 -0.333
C 1.64 -3.81 -0.90 -1.174
Si 0.44 -2.70 -0.14 1.821
C -0.88 -3.91 0.64 -1.098
C 1.11 -1.54 1.28 -1.122
N -0.29 -1.73 -1.35 -1.428
C 0.48 -1.65 -2.57 0.119
C 1.69 -0.92 -2.68 -0.256
C 2.53 -1.19 -3.74 -0.204
C 2.08 -1.86 -4.89 -0.231
C 0.89 -2.52 -4.82 -0.253
C 0.07 -2.39 -3.69 0.345
F -0.87 -3.32 -3.55 -0.318
H 2.37 -3.43 -1.62 0.257
H 0.99 -4.61 -1.30 0.245
H 2.10 -4.36 -0.08 0.245
H -0.45 -4.49 1.40 0.233
H -1.10 -4.59 -0.14 0.238
H -1.71 -3.37 1.23 0.238
H 0.97 -2.09 2.21 0.231
H 0.48 -0.66 1.29 0.229
H 2.13 -1.17 1.36 0.244
H 2.08 -0.56 -1.66 0.225
H 3.58 -0.93 -3.59 0.216
H 2.67 -1.98 -5.80 0.222
H 0.55 -3.16 -5.64 0.229
H -4.88 -1.14 2.53 0.008